Record 1
Entry from OMol25: a cluster of 3 separate species, C33H28N3O6S in total at a distorted geometry (wB97M-V/def2-TZVPD).

Values from the calculation:
E_HOMO = -11.7 eV
total charge = +1
max |F| = 0.057 Eh/bohr

Each line ends with the Mulliken charge.
Positions of all 71 atoms, in Å:
N  -2.446  -0.061  5.182  -0.311
C  -2.132  0.309  3.937  0.572
N  -0.811  0.178  3.527  -0.429
C  -0.785  -0.921  2.516  -0.729
C  -1.914  -0.807  1.489  0.195
C  -2.755  0.459  1.652  -1.106
N  -3.013  0.833  3.080  0.260
C  -4.426  0.765  3.490  -0.985
S  -5.192  -0.848  3.315  1.031
O  -6.552  -0.679  3.704  -0.584
O  -4.374  -1.797  4.017  -0.596
H  -1.872  0.279  5.939  0.277
H  -3.140  -0.766  5.395  0.217
H  -0.542  1.048  3.056  0.266
H  0.200  -0.902  2.064  0.244
H  -0.835  -1.859  3.061  0.420
H  -2.502  -1.723  1.505  0.324
H  -1.467  -0.755  0.498  0.261
H  -2.220  1.289  1.192  0.209
H  -3.676  0.363  1.087  0.402
H  -4.996  1.450  2.865  0.457
H  -4.541  1.095  4.517  0.488
H  -5.178  -1.097  1.982  0.148
C  5.109  -2.794  -2.384  -0.486
C  4.447  -1.932  -1.516  -0.734
C  3.115  -2.152  -1.211  -0.487
C  2.438  -3.223  -1.780  0.298
C  3.099  -4.077  -2.664  0.396
C  4.439  -3.863  -2.957  -0.648
C  2.375  -5.209  -3.309  0.464
O  2.941  -5.960  -4.071  -0.653
C  0.927  -5.385  -2.990  0.370
C  0.220  -6.401  -3.618  -0.635
C  -1.122  -6.589  -3.331  -0.484
C  -1.763  -5.768  -2.411  -0.621
C  -1.065  -4.750  -1.785  -0.480
C  0.279  -4.548  -2.076  0.170
C  1.009  -3.434  -1.421  0.494
O  0.464  -2.691  -0.621  -0.661
H  6.153  -2.628  -2.618  0.404
H  4.971  -1.092  -1.079  0.442
H  2.587  -1.496  -0.532  0.521
H  4.949  -4.534  -3.634  0.504
H  0.725  -7.037  -4.330  0.492
H  -1.671  -7.380  -3.825  0.402
H  -2.810  -5.923  -2.185  0.415
H  -1.557  -4.105  -1.071  0.523
C  1.207  1.022  -1.949  -0.408
C  1.711  1.774  -3.005  -0.830
C  1.853  3.146  -2.873  -0.679
C  1.481  3.774  -1.692  0.409
C  0.951  3.024  -0.641  0.054
C  0.829  1.646  -0.773  -0.494
C  0.498  3.676  0.617  0.431
O  0.031  3.006  1.525  -0.665
C  0.617  5.150  0.728  0.233
C  0.157  5.787  1.874  -0.458
C  0.273  7.161  1.996  -0.576
C  0.856  7.904  0.975  -0.511
C  1.312  7.276  -0.172  -0.584
C  1.189  5.900  -0.304  0.142
C  1.658  5.250  -1.561  0.500
O  2.165  5.896  -2.450  -0.641
H  1.102  -0.052  -2.039  0.588
H  1.997  1.288  -3.928  0.441
H  2.252  3.738  -3.685  0.500
H  0.433  1.064  0.049  0.748
H  -0.291  5.204  2.666  0.441
H  -0.089  7.656  2.887  0.417
H  0.952  8.977  1.075  0.410
H  1.763  7.848  -0.971  0.492

Record 2
Entry from OMol25: a structure of composition C40H56MnN5OSi at a distorted geometry (wB97M-V/def2-TZVPD).

Values from the calculation:
E_HOMO (spin up / spin down) = -15.1 / -15.1 eV
multiplicity = 4
total charge = +3
expectation value of S² = 3.90
max |F| = 0.035 Eh/bohr

Each line ends with the Mulliken spin population.
Positions of all 104 atoms, in Å:
Mn  0.451  -1.805  -0.172  3.123
N  -0.129  -3.995  -0.589  0.065
C  0.174  -4.949  0.504  -0.009
C  1.162  -4.371  1.531  0.015
N  1.005  -2.921  1.776  0.024
C  -0.025  -2.597  2.782  0.015
C  -1.416  -2.647  2.156  0.004
N  -1.427  -1.765  0.974  -0.027
H  -1.116  -4.079  -0.829  0.008
H  0.373  -4.311  -1.417  0.001
H  0.627  -5.858  0.100  -0.001
H  -0.749  -5.252  0.995  -0.001
H  2.175  -4.523  1.158  -0.002
H  1.062  -4.932  2.465  0.001
H  1.897  -2.616  2.168  0.007
H  0.165  -1.578  3.141  -0.002
H  0.028  -3.280  3.637  0.000
H  -2.170  -2.354  2.895  -0.001
H  -1.651  -3.661  1.836  -0.003
H  -1.529  -0.800  1.298  -0.034
H  -2.273  -1.950  0.433  0.006
C  4.192  -2.442  0.750  0.009
C  3.732  -3.457  -0.255  -0.044
C  4.324  -4.715  -0.301  0.001
C  3.972  -5.633  -1.276  -0.001
C  3.052  -5.289  -2.253  0.001
C  2.441  -4.043  -2.247  -0.020
C  1.519  -3.644  -3.367  0.000
C  2.749  -3.144  -1.209  0.013
N  2.064  -1.900  -1.148  -0.030
C  2.554  -0.883  -1.818  -0.145
C  3.791  -0.962  -2.649  0.000
C  1.842  0.359  -1.647  0.071
C  2.455  1.597  -2.195  -0.005
N  0.730  0.246  -0.951  0.007
C  -0.048  1.373  -0.503  -0.145
C  0.503  1.989  0.745  0.046
C  1.812  1.446  1.272  -0.031
C  0.006  3.265  1.413  0.002
C  -1.928  3.839  0.194  0.000
C  -1.375  3.449  -1.202  0.001
C  -1.085  1.972  -1.493  -0.022
C  -0.600  1.925  -2.957  0.002
H  4.448  -2.916  1.695  0.000
H  3.444  -1.664  0.917  -0.001
H  5.102  -1.962  0.386  0.000
H  5.074  -4.971  0.430  0.000
H  4.428  -6.610  -1.290  0.000
H  2.817  -5.989  -3.038  0.000
H  0.969  -4.503  -3.745  0.001
H  2.112  -3.264  -4.200  0.001
H  0.813  -2.860  -3.070  0.007
H  4.198  -1.969  -2.634  -0.003
H  4.553  -0.280  -2.274  -0.004
H  3.591  -0.679  -3.683  -0.007
H  3.520  1.618  -1.969  0.002
H  2.000  2.498  -1.801  0.000
H  2.374  1.609  -3.283  0.001
H  2.653  1.886  0.740  0.000
H  1.844  0.357  1.142  0.040
H  1.909  1.671  2.332  0.004
H  0.717  3.594  2.168  0.001
H  -2.769  4.525  0.137  0.000
H  -2.000  3.833  -2.009  0.000
H  -1.456  2.096  -3.607  0.000
H  -0.183  0.956  -3.218  -0.001
H  0.127  2.707  -3.154  -0.001
C  -3.948  2.908  3.505  0.000
C  -2.707  2.039  3.277  0.000
C  -1.750  2.229  4.468  0.000
C  -3.109  0.565  3.180  0.000
Si  -1.808  2.661  1.691  -0.003
O  -0.589  1.019  0.786  0.036
C  -2.364  1.126  -1.464  0.006
C  -2.278  -0.258  -1.589  -0.085
C  -3.414  -1.038  -1.736  0.010
C  -4.666  -0.449  -1.793  0.000
C  -4.764  0.925  -1.673  0.000
C  -3.631  1.706  -1.507  -0.001
C  -0.502  4.427  0.523  -0.001
C  -0.441  5.759  1.161  0.000
C  -0.315  6.870  0.420  0.000
C  -0.205  6.814  -1.017  0.000
C  -0.141  5.649  -1.673  0.000
C  -0.129  4.336  -0.960  0.002
H  -4.379  2.666  4.475  0.000
H  -4.719  2.740  2.760  0.000
H  -3.703  3.966  3.515  0.000
H  -2.245  1.876  5.370  0.000
H  -1.498  3.276  4.623  0.000
H  -0.829  1.662  4.353  0.000
H  -3.690  0.298  4.059  0.000
H  -2.221  -0.061  3.163  0.000
H  -3.725  0.370  2.306  0.000
H  -1.299  -0.754  -1.612  0.097
H  -3.321  -2.107  -1.849  0.001
H  -5.548  -1.051  -1.939  0.000
H  -5.728  1.402  -1.746  0.000
H  -3.762  2.775  -1.451  0.000
H  -0.531  5.808  2.234  0.000
H  -0.291  7.837  0.893  0.000
H  -0.162  7.744  -1.558  0.000
H  -0.045  5.620  -2.748  0.000
H  0.834  3.859  -1.161  0.000

Record 3
Entry from OMol25: a structure of composition C55H56ClInN5O5P2 (wB97M-V/def2-TZVPD).

Values from the calculation:
E_HOMO = -9.9 eV
total charge = +1
max |F| = 0.012 Eh/bohr

Each line ends with the Mulliken charge.
Positions of all 125 atoms, in Å:
In  -0.662  -0.015  0.542  2.432
C  -4.268  -0.863  6.602  -1.383
C  -4.365  -2.207  5.932  0.514
C  -5.169  -3.216  6.446  -0.697
C  -5.266  -4.455  5.827  -0.803
C  -4.527  -4.707  4.682  -0.776
C  -3.702  -3.723  4.159  -0.079
C  -3.638  -2.475  4.767  0.262
N  -2.800  -1.440  4.276  0.374
C  -2.456  -1.167  2.982  0.496
N  -3.350  -1.598  2.061  0.069
C  -3.292  -1.716  0.646  0.114
C  -2.255  -1.231  -0.147  -1.260
C  -2.351  -1.462  -1.525  1.062
C  -3.411  -2.134  -2.099  -1.110
C  -4.437  -2.586  -1.281  -1.178
C  -4.403  -2.383  0.086  1.313
C  -5.550  -2.856  0.944  -1.514
N  -1.395  -0.460  2.694  0.343
C  -0.631  -0.003  3.821  -1.419
C  0.417  -0.766  4.319  -0.148
C  1.186  -0.308  5.378  -0.953
C  0.890  0.919  5.955  -0.879
C  -0.185  1.658  5.483  -0.916
C  -0.970  1.214  4.421  1.727
C  -2.172  1.996  3.966  -1.353
H  -4.959  -0.801  7.440  0.430
H  -4.501  -0.053  5.908  0.236
H  -3.264  -0.677  6.996  0.334
H  -5.738  -3.018  7.346  0.396
H  -5.910  -5.218  6.242  0.402
H  -4.574  -5.675  4.202  0.442
H  -3.087  -3.938  3.293  0.622
H  -2.300  -0.900  4.965  0.165
H  -4.165  -2.017  2.475  -0.084
H  -1.583  -1.064  -2.178  -0.620
H  -3.457  -2.286  -3.170  0.572
H  -5.293  -3.094  -1.710  0.373
H  -6.350  -3.250  0.321  0.435
H  -5.976  -2.043  1.538  0.373
H  -5.256  -3.651  1.635  0.270
H  0.607  -1.738  3.882  0.629
H  1.996  -0.915  5.761  0.505
H  1.480  1.291  6.782  0.469
H  -0.431  2.605  5.949  0.505
H  -2.071  3.049  4.224  0.511
H  -3.080  1.625  4.450  0.139
H  -2.317  1.924  2.890  0.099
O  -0.146  -3.524  0.224  -0.617
H  0.384  -3.687  -0.567  0.211
H  -1.012  -3.890  0.019  0.320
O  -2.320  1.740  -0.491  -0.551
H  -1.679  2.444  -0.685  0.038
H  -3.115  1.945  -0.991  0.298
Cl  -1.187  4.980  2.158  -0.216
C  0.334  4.081  1.868  -0.466
C  0.043  2.928  0.931  0.429
O  0.046  3.108  -0.282  -0.670
O  -0.179  1.801  1.517  -0.776
H  0.704  3.729  2.827  0.228
H  1.029  4.772  1.401  0.465
N  5.425  1.658  2.594  -0.402
C  4.417  1.573  1.699  0.050
O  4.160  2.448  0.895  -0.543
C  3.590  0.319  1.724  0.433
C  4.025  -0.926  2.149  -0.606
C  3.157  -2.001  2.066  -1.782
C  1.880  -1.799  1.576  -0.627
N  1.463  -0.600  1.146  1.057
C  2.306  0.431  1.224  0.683
H  5.968  2.505  2.609  0.273
H  5.511  1.017  3.362  0.169
H  5.034  -1.068  2.520  0.553
H  3.460  -2.992  2.373  0.612
H  1.174  -2.611  1.480  0.654
H  1.959  1.385  0.861  -0.528
C  2.149  1.516  -2.195  -1.154
P  0.738  0.365  -1.986  0.669
C  -0.363  0.857  -3.369  2.448
C  -0.803  0.057  -4.419  0.397
C  -1.687  0.553  -5.368  -1.121
C  -2.141  1.859  -5.290  -0.965
C  -1.692  2.675  -4.262  -1.139
C  -0.816  2.180  -3.309  -1.638
C  1.412  -1.333  -2.258  2.888
C  2.685  -1.565  -1.723  -0.903
C  3.255  -2.829  -1.721  -0.920
C  2.560  -3.908  -2.248  -0.764
C  1.292  -3.703  -2.772  -1.126
C  0.723  -2.434  -2.770  -0.746
P  3.492  1.072  -3.389  -0.174
C  2.522  0.945  -4.937  0.235
C  2.476  -0.286  -5.580  -0.281
C  1.773  -0.436  -6.773  -0.741
C  1.124  0.653  -7.331  -0.508
C  1.170  1.893  -6.698  -0.720
C  1.863  2.035  -5.509  -0.065
C  4.259  2.733  -3.562  0.755
C  5.005  2.996  -4.713  -0.513
C  5.656  4.207  -4.873  -0.652
C  5.583  5.176  -3.879  -0.494
C  4.860  4.921  -2.727  -0.745
C  4.201  3.707  -2.568  -0.236
H  2.616  1.683  -1.225  -0.161
H  1.690  2.462  -2.486  1.414
H  -0.428  -0.942  -4.556  0.268
H  -2.003  -0.085  -6.183  0.535
H  -2.826  2.244  -6.034  0.445
H  -2.023  3.704  -4.198  0.492
H  -0.488  2.833  -2.511  0.419
H  3.262  -0.742  -1.324  0.238
H  4.252  -2.964  -1.323  0.531
H  3.002  -4.895  -2.254  0.399
H  0.734  -4.533  -3.187  0.432
H  -0.277  -2.341  -3.155  -0.084
H  2.996  -1.134  -5.147  0.404
H  1.749  -1.397  -7.269  0.454
H  0.588  0.544  -8.265  0.446
H  0.667  2.746  -7.136  0.453
H  1.908  3.007  -5.029  0.476
H  5.068  2.250  -5.498  0.414
H  6.223  4.397  -5.775  0.400
H  6.090  6.124  -4.005  0.379
H  4.803  5.667  -1.944  0.436
H  3.657  3.529  -1.652  0.294

Record 4
Entry from OMol25: a structure of composition C43H38BInN4O3S3 (wB97M-V/def2-TZVPD).

Values from the calculation:
E_HOMO = -13.0 eV
total charge = +2
max |F| = 0.002 Eh/bohr

Each line ends with the Mulliken charge.
Positions of all 93 atoms, in Å:
In  0.114  -0.395  0.145  1.091
N  0.879  1.221  1.235  -0.875
S  2.262  1.708  1.101  1.656
N  3.212  0.917  0.034  0.035
S  3.611  1.360  -1.399  0.909
N  2.529  1.711  -2.448  0.452
S  1.238  0.766  -2.800  1.771
N  0.268  0.427  -1.760  -0.965
C  1.925  -0.646  -3.644  0.338
C  1.558  -1.900  -3.184  -0.365
C  2.062  -3.024  -3.823  -0.853
C  2.908  -2.881  -4.912  -0.614
C  3.261  -1.615  -5.368  -0.850
C  2.770  -0.486  -4.736  -0.256
C  0.524  1.755  -4.079  0.632
C  -0.832  1.557  -4.301  -0.572
C  -1.452  2.269  -5.315  -0.832
C  -0.720  3.158  -6.090  -0.544
C  0.636  3.344  -5.856  -1.010
C  1.272  2.640  -4.846  -0.316
C  4.671  0.044  -1.917  0.553
C  4.561  -1.216  -1.347  -0.237
C  5.372  -2.229  -1.836  -0.814
C  6.270  -1.972  -2.862  -0.652
C  6.364  -0.702  -3.420  -0.905
C  5.554  0.319  -2.955  -0.698
C  4.637  2.797  -1.400  0.738
C  5.796  2.735  -0.634  -0.665
C  6.616  3.847  -0.588  -0.811
C  6.273  4.993  -1.300  -0.654
C  5.111  5.034  -2.056  -0.823
C  4.276  3.928  -2.114  -0.587
C  3.221  1.562  2.580  -0.134
C  4.509  1.047  2.596  0.143
C  5.178  0.964  3.809  -0.930
C  4.563  1.398  4.975  -0.504
C  3.270  1.909  4.943  -0.840
C  2.587  1.989  3.742  -0.295
C  2.321  3.437  0.701  0.319
C  3.302  4.274  1.217  -0.226
C  3.281  5.614  0.864  -0.913
C  2.297  6.094  0.009  -0.617
C  1.325  5.242  -0.501  -0.738
C  1.326  3.901  -0.150  -0.327
H  0.882  -2.004  -2.348  0.326
H  1.779  -4.007  -3.472  0.539
H  3.288  -3.757  -5.419  0.455
H  3.912  -1.509  -6.225  0.462
H  3.036  0.501  -5.093  0.432
H  -1.386  0.868  -3.679  0.464
H  -2.509  2.129  -5.499  0.457
H  -1.209  3.710  -6.881  0.435
H  1.201  4.040  -6.462  0.460
H  2.326  2.782  -4.655  0.301
H  3.866  -1.397  -0.540  0.487
H  5.306  -3.219  -1.405  0.521
H  6.907  -2.766  -3.229  0.453
H  7.069  -0.506  -4.216  0.475
H  5.619  1.312  -3.381  0.527
H  6.060  1.832  -0.098  0.357
H  7.527  3.820  -0.006  0.502
H  6.922  5.858  -1.265  0.447
H  4.850  5.929  -2.604  0.526
H  3.358  3.944  -2.683  0.526
H  4.970  0.696  1.684  0.270
H  6.178  0.556  3.843  0.479
H  5.090  1.333  5.916  0.434
H  2.793  2.240  5.855  0.455
H  1.575  2.371  3.703  0.485
H  4.059  3.895  1.890  0.519
H  4.026  6.286  1.268  0.476
H  2.280  7.144  -0.251  0.458
H  0.555  5.625  -1.157  0.504
H  0.565  3.222  -0.514  0.332
C  -2.978  -0.349  1.213  -0.621
O  -1.869  0.454  0.737  -0.480
H  -3.869  0.271  1.280  0.341
H  -2.744  -0.793  2.179  0.299
H  -3.136  -1.130  0.476  0.233
H  -1.726  1.220  1.308  0.308
O  1.049  -3.451  -0.016  -0.047
B  0.173  -2.568  0.578  0.572
O  -0.659  -3.182  1.482  -0.397
C  -0.284  -4.521  1.460  0.788
C  -0.799  -5.570  2.185  -1.068
C  -0.220  -6.815  1.956  -0.535
C  0.820  -6.980  1.044  -0.634
C  1.330  -5.907  0.319  -0.960
C  0.748  -4.684  0.557  0.611
H  -1.606  -5.433  2.890  0.493
H  -0.586  -7.674  2.500  0.415
H  1.241  -7.965  0.897  0.421
H  2.137  -6.027  -0.390  0.485